Molecular formula: C30H45B2F4IN4O4RbSb
Method: DFT, the ωB97M-V functional and the def2-TZVPD basis

CARTESIAN COORDINATES (ANGSTROEM)
Rb1 0.4900 1.0238 1.2607
C1 -3.2704 -2.3036 3.3832
C2 -2.4301 -1.2610 2.7144
N1 -1.1513 -1.3029 2.5679
O1 -0.5620 -2.3738 3.0867
B1 0.9739 -2.3537 3.0972
F1 1.3416 -3.6698 3.2162
F2 1.4202 -1.7754 1.8916
O2 1.4366 -1.6164 4.2686
N2 1.2316 -0.2597 4.0964
C3 0.3530 0.2362 4.8718
C4 -0.5009 -0.4486 5.8856
C5 0.1167 1.6827 4.5435
N3 -0.9594 1.8486 3.8867
O3 -1.1027 3.1258 3.3426
B2 -2.3956 3.2829 2.7670
F3 -2.5024 4.4414 2.0773
F4 -3.4688 2.9233 3.5235
O4 -2.4341 2.1247 1.5001
N4 -2.3211 0.9368 1.9053
C6 -3.0762 -0.0447 2.1824
C7 -4.5563 0.0630 1.9952
C8 1.1400 2.7242 4.8570
H1 -2.6281 -3.1069 3.7311
H2 -3.8106 -1.8842 4.2346
H3 -4.0087 -2.7167 2.6921
H4 -0.3215 -1.5195 5.8685
H5 -0.2960 -0.0560 6.8840
H6 -1.5471 -0.2328 5.6593
H7 -4.8241 1.0463 1.6190
H8 -4.8907 -0.7084 1.3006
H9 -5.0520 -0.1012 2.9524
H10 1.6459 2.4784 5.7893
H11 1.9017 2.7505 4.0741
H12 0.6804 3.7085 4.9178
I1 1.0478 4.8015 1.3699
C9 2.7531 5.1156 0.2030
C10 3.4941 6.2510 0.3297
C11 4.6503 6.4272 -0.4657
C12 5.0383 5.4720 -1.3598
C13 4.2877 4.2803 -1.5127
C14 4.6511 3.2561 -2.4271
C15 3.9150 2.1130 -2.5522
C16 2.7461 1.9204 -1.7646
C17 2.4229 2.9128 -0.9186
C18 3.1244 4.1043 -0.7165
H13 3.2058 7.0176 1.0359
H14 5.2281 7.3350 -0.3540
H15 5.9259 5.6117 -1.9643
H16 5.5399 3.3979 -3.0296
H17 4.2144 1.3417 -3.2507
H18 2.1671 1.0093 -1.8453
C19 2.2145 -1.2474 -3.8769
C20 0.6917 -1.1002 -3.9294
C21 0.3385 0.3384 -4.3092
C22 0.1670 -2.0300 -5.0200
Sb1 -0.0442 -1.3878 -1.8574
C23 -2.2207 -1.0745 -2.0989
C24 -2.4316 0.4167 -1.8248
C25 -2.9663 -1.8742 -1.0348
C26 -2.8100 -1.4283 -3.4607
C27 0.2688 -3.5175 -1.4198
C28 -0.1004 -4.4827 -2.5386
C29 -0.4969 -3.8864 -0.1496
C30 1.7663 -3.6223 -1.1025
H19 2.6458 -0.9160 -4.8299
H20 2.5116 -2.2845 -3.7278
H21 2.6692 -0.6550 -3.0806
H22 0.8275 0.5920 -5.2581
H23 0.6663 1.0672 -3.5670
H24 -0.7347 0.4677 -4.4531
H25 0.6087 -1.7249 -5.9776
H26 -0.9140 -1.9874 -5.1333
H27 0.4503 -3.0662 -4.8507
H28 -2.1403 0.6849 -0.8057
H29 -3.4951 0.6645 -1.9352
H30 -1.8699 1.0542 -2.5083
H31 -2.5000 -1.8036 -0.0502
H32 -3.0296 -2.9286 -1.3024
H33 -3.9941 -1.4928 -0.9640
H34 -2.4415 -0.7755 -4.2524
H35 -3.8998 -1.3033 -3.4209
H36 -2.6078 -2.4623 -3.7434
H37 -1.1191 -4.3355 -2.9042
H38 -0.0281 -5.5092 -2.1598
H39 0.5833 -4.4029 -3.3824
H40 -1.5532 -4.0677 -0.3426
H41 -0.4038 -3.1322 0.6304
H42 -0.0727 -4.8107 0.2585
H43 2.3989 -3.3007 -1.9299
H44 2.0113 -4.6688 -0.8876
H45 2.0205 -3.0355 -0.2206

The calculation puts the energy at -73508.808 eV. For the HOMO-LUMO gap (alpha / beta), the calculation gives 7.042 / 6.315 eV. As for the HOMO energy (alpha / beta): -8.267 / -8.262 eV. For the energy above the lowest of the compared OMol25 structures with the same formula, charge and spin, the calculation gives 20.5 kJ/mol. The LUMO energy (alpha / beta) comes out at -0.045 / -0.072 hartree.


Molecular formula: C5H13NO2
Method: DFT, the ωB97M-V functional and the def2-TZVPD basis

CARTESIAN COORDINATES (ANGSTROEM)
C1 -2.1641 -1.0820 -1.3997
C2 -1.3295 -1.0778 -0.1161
N1 -0.0072 -0.6926 -0.4946
C3 0.8218 0.1043 0.3799
C4 2.0275 0.6914 -0.3827
C5 1.4902 -0.8507 1.4426
O1 0.8795 -1.2693 2.3853
H1 -1.9833 -2.1038 -1.8082
H2 -3.1829 -0.9366 -1.0868
H3 -1.8665 -0.4921 -2.2563
H4 -1.7997 -0.3947 0.6239
H5 -1.4999 -2.0779 0.4157
H6 0.5553 -1.4477 -0.9140
H7 0.2198 0.9137 0.8301
H8 1.6274 1.3077 -1.2167
H9 2.6305 0.0316 -1.0318
H10 2.6940 1.3167 0.2252
H11 2.5275 -1.1404 1.2427
O2 -1.2093 3.4553 -1.0370
H12 -0.3043 3.1756 -0.9043
H13 -1.7758 2.6838 -1.1111

Its structure (SMILES) is CCN[C@H](C)C=O.O. The calculation puts the energy at -10979.453 eV. For the HOMO-LUMO gap, the calculation gives 9.413 eV. As for the HOMO energy: -8.689 eV. For the energy above the lowest of the compared OMol25 structures with the same formula, charge and spin, the calculation gives 234.0 kJ/mol. The LUMO energy comes out at 0.027 hartree.


Molecular formula: H24O12
Method: DFT, the ωB97M-V functional and the def2-TZVPD basis

CARTESIAN COORDINATES (ANGSTROEM)
O1 -1.8299 2.8485 1.2529
H1 -2.5997 2.7057 1.8179
H2 -1.5009 1.9446 1.1823
O2 -3.0684 1.7697 -2.0039
H3 -2.3206 2.2622 -1.6820
H4 -2.9823 0.8446 -1.7817
O3 -0.5009 -3.5548 1.3577
H5 -0.7266 -3.7042 0.4405
H6 0.3899 -3.7976 1.6013
O4 2.5094 1.5808 4.1594
H7 3.2013 1.4133 3.5193
H8 1.7114 1.0978 3.9976
O5 1.6249 -2.6573 -1.3904
H9 1.3698 -2.3607 -2.2794
H10 2.5757 -2.7247 -1.3251
O6 1.3237 1.6334 -1.6646
H11 1.9612 1.7794 -0.9379
H12 0.6477 1.1000 -1.2440
O7 -1.9235 -1.4323 -1.6717
H13 -2.1675 -0.5079 -1.6184
H14 -1.9105 -1.7316 -0.7574
O8 -1.5076 1.3437 3.7271
H15 -1.4270 1.7306 4.6086
H16 -0.9754 1.9799 3.2276
O9 -0.7963 -1.2211 -4.3273
H17 -1.2405 -1.2189 -3.4754
H18 -0.2700 -2.0101 -4.1538
O10 1.7467 -1.1007 -3.5702
H19 1.3798 -0.5787 -4.3066
H20 1.5469 -0.3291 -3.0019
O11 -1.5497 -2.3826 3.4702
H21 -1.1678 -1.5919 3.0962
H22 -1.5951 -2.1746 4.4105
O12 3.2433 2.7074 -0.0081
H23 3.8564 2.7294 -0.7406
H24 2.9722 3.6080 0.0710

Its structure (SMILES) is O.O.O.O.O.O.O.O.O.O.O.O. The calculation puts the energy at -24958.574 eV. For the HOMO-LUMO gap, the calculation gives 10.399 eV. As for the HOMO energy: -10.793 eV. For the energy above the lowest of the compared OMol25 structures with the same formula, charge and spin, the calculation gives 301.1 kJ/mol. The LUMO energy comes out at -0.014 hartree.


Molecular formula: C18H45F4Li2N2O20P3S4
Method: DFT, the ωB97M-V functional and the def2-TZVPD basis

CARTESIAN COORDINATES (ANGSTROEM)
Li1 3.2832 3.8313 -0.6617
Li2 1.6705 1.3546 -0.7595
N1 4.7805 3.2686 -1.9150
S1 4.2970 1.7828 -2.5392
O1 4.9387 1.2881 -3.6961
O2 2.9008 1.4814 -2.3211
F1 4.9726 0.9594 -1.3575
S2 4.9478 4.1234 -3.2723
O3 3.7581 4.2126 -4.0489
O4 6.1767 3.9302 -3.9418
F2 5.0620 5.5385 -2.5835
N2 1.9578 2.8194 0.5014
S3 2.7118 2.2611 1.9184
O5 1.8779 1.4815 2.7270
O6 3.6524 3.1724 2.4462
F3 3.6254 1.2599 1.1179
S4 0.9261 3.8879 1.1726
O7 1.5766 5.0610 1.6286
O8 -0.1852 3.3411 1.8438
F4 0.3025 4.3571 -0.2429
C1 -2.7145 2.8652 -0.3511
C2 -2.9561 1.6837 -1.2530
O9 -2.3708 1.9051 -2.5692
P1 -0.9507 1.3272 -2.8753
O10 0.0582 1.4056 -1.8068
O11 -1.2746 -0.1148 -3.3812
C3 -0.1733 -1.0504 -3.4761
C4 0.6948 -0.7064 -4.6773
O12 -0.5376 2.0795 -4.1839
C5 -0.2074 3.4819 -4.1075
C6 -1.3758 4.3530 -4.5908
H1 -1.6690 3.1508 -0.4894
H2 -3.2377 3.7495 -0.7272
H3 -2.9548 2.7035 0.6940
H4 -2.5940 0.7558 -0.8045
H5 -4.0076 1.5129 -1.4811
H6 0.3928 -1.0574 -2.5525
H7 -0.6709 -1.9893 -3.7054
H8 1.2187 0.2395 -4.5331
H9 1.3837 -1.5234 -4.8588
H10 0.0408 -0.5598 -5.5379
H11 0.1367 3.7822 -3.1190
H12 0.5819 3.6592 -4.8371
H13 -2.2361 4.2186 -3.9374
H14 -0.9839 5.3684 -4.6263
H15 -1.6767 4.0573 -5.5947
C7 4.0606 -1.4415 2.5562
C8 2.6554 -1.9575 2.3821
O13 2.5828 -2.6915 1.1227
P2 1.8934 -2.0181 -0.1221
O14 2.0572 -0.5687 -0.1645
O15 2.4842 -2.8304 -1.3214
C9 3.8127 -2.5110 -1.7881
C10 4.1312 -3.2481 -3.0532
O16 0.3977 -2.4527 -0.0487
C11 0.0507 -3.8396 0.1245
C12 -0.7379 -3.9715 1.4126
H16 4.1448 -0.8748 3.4793
H17 4.7737 -2.2650 2.4736
H18 4.3345 -0.8435 1.6833
H19 2.4142 -2.7187 3.1214
H20 1.9331 -1.1415 2.4126
H21 3.9027 -1.4324 -1.9365
H22 4.5558 -2.7745 -1.0307
H23 5.0930 -2.8666 -3.3959
H24 4.2168 -4.3152 -2.8468
H25 3.3836 -3.1053 -3.8255
H26 -0.5690 -4.1497 -0.7162
H27 0.9221 -4.4928 0.1663
H28 -1.5988 -3.3012 1.4150
H29 -1.0350 -4.9965 1.6282
H30 -0.1225 -3.6455 2.2581
C13 -7.0669 -0.2169 3.2096
C14 -5.6019 -0.3833 2.9093
O17 -4.8980 -0.5544 4.1377
P3 -3.3583 -0.9094 4.2100
O18 -2.7648 -0.7531 5.5221
O19 -2.7662 -0.0560 3.0230
C15 -1.3328 0.1342 2.9369
C16 -0.9544 0.2204 1.4871
O20 -3.2657 -2.3721 3.5650
C17 -4.0534 -3.4282 4.0924
C18 -3.2017 -4.4453 4.8228
H31 -7.6022 0.0537 2.2948
H32 -7.5364 -1.1663 3.4739
H33 -7.2243 0.5280 3.9847
H34 -5.4492 -1.2425 2.2407
H35 -5.1835 0.4365 2.3205
H36 -1.0261 1.0175 3.4939
H37 -0.8341 -0.7348 3.3749
H38 -1.4446 1.0084 0.9164
H39 0.1133 0.3799 1.3671
H40 -1.1992 -0.7151 0.9791
H41 -4.8653 -3.0860 4.7435
H42 -4.5953 -3.9250 3.2813
H43 -2.2541 -4.5478 4.2802
H44 -2.8409 -4.0827 5.7886
H45 -3.6804 -5.4153 4.9240

The calculation puts the energy at -145826.031 eV. For the HOMO-LUMO gap, the calculation gives 10.639 eV. As for the HOMO energy: -10.550 eV. For the energy above the lowest of the compared OMol25 structures with the same formula, charge and spin, the calculation gives 0.0 kJ/mol. The LUMO energy comes out at 0.003 hartree.


Molecular formula: C11H27KNO6
Method: DFT, the ωB97M-V functional and the def2-TZVPD basis

CARTESIAN COORDINATES (ANGSTROEM)
K1 -2.5513 5.8677 15.4787
C1 -2.2295 11.1248 16.3056
C2 -2.2254 9.6403 16.6851
O1 -1.3007 9.4948 17.7895
C3 -1.0440 8.2665 18.1929
O2 -1.4073 7.2453 17.6670
O3 -0.2825 8.3306 19.2707
C4 0.2945 7.1111 19.6904
H1 -1.2965 11.4059 15.8192
H2 -2.4075 11.7381 17.1837
H3 -3.0249 11.3127 15.5822
H4 -1.8880 9.0131 15.8592
H5 -3.2021 9.3091 17.0278
H6 0.5761 6.4855 18.8435
H7 -0.3918 6.5584 20.3325
H8 1.1811 7.3629 20.2629
C5 -4.5198 2.6329 15.0922
O4 -4.2512 3.7908 14.3006
C6 -3.7885 3.4879 12.9848
C7 -3.6036 4.7527 12.1983
N1 -2.4317 5.5196 12.6958
C8 -2.3261 6.8420 12.0651
C9 -1.0774 7.5977 12.4746
O5 -1.2343 8.2209 13.7371
C10 -0.1149 9.0230 14.0182
H9 -4.8282 1.7921 14.4700
H10 -5.3283 2.8782 15.7780
H11 -3.6404 2.3423 15.6794
H12 -4.5041 2.8307 12.4626
H13 -2.8306 2.9312 12.9779
H14 -4.4790 5.4012 12.2246
H15 -3.4403 4.4823 11.1432
H16 -1.6176 4.9641 12.4429
H17 -3.2135 7.4403 12.2715
H18 -2.2569 6.7520 10.9619
H19 -0.8678 8.3627 11.7141
H20 -0.2091 6.9181 12.5015
H21 -0.3514 9.6359 14.8835
H22 0.1112 9.6732 13.1689
H23 0.7587 8.4034 14.2488
C11 -5.9053 6.1594 16.9540
O6 -4.8226 7.1034 16.7307
H24 -5.8933 5.8224 17.9889
H25 -6.8751 6.6073 16.7433
H26 -5.7866 5.3080 16.2811
H27 -5.2179 7.9592 16.5463

As for the total charge: +1. The calculation puts the energy at -41940.173 eV. For the HOMO-LUMO gap, the calculation gives 10.193 eV. As for the HOMO energy: -12.647 eV. The LUMO energy comes out at -0.090 hartree.


Molecular formula: C4H4OS2
Method: DFT, the ωB97M-V functional and the def2-TZVPD basis

CARTESIAN COORDINATES (ANGSTROEM)
C1 -0.3523 -2.1110 1.0022
C2 0.0043 -0.9087 1.3958
C3 -0.6629 1.1549 -0.3998
C4 0.6087 0.7200 -0.9953
O1 -0.7843 -3.1105 0.5837
S1 -1.3681 2.4746 -0.8544
S2 -1.2264 0.3934 1.0337
H1 0.8740 -0.4865 1.9797
H2 0.6552 -0.3882 -1.1435
H3 0.7784 1.0720 -2.1754
H4 1.4735 1.1901 -0.4267

The calculation puts the energy at -27928.564 eV. For the HOMO-LUMO gap, the calculation gives 8.535 eV. As for the HOMO energy: -8.688 eV. For the energy above the lowest of the compared OMol25 structures with the same formula, charge and spin, the calculation gives 154.3 kJ/mol. The LUMO energy comes out at -0.006 hartree.


Molecular formula: CO4P
Method: DFT, the ωB97M-V functional and the def2-TZVPD basis

CARTESIAN COORDINATES (ANGSTROEM)
O1 0.5292 0.0556 2.0129
P1 0.1538 -1.1231 1.2214
O2 0.5263 -0.9387 -0.2972
C1 -0.2714 0.4681 -0.9001
O3 0.0320 0.6626 -2.0163
O4 -0.9699 0.8754 -0.0208

Its structure (SMILES) is O=POC(=O)[O-]. As for the total charge: -1. The calculation puts the energy at -18518.960 eV. For the HOMO-LUMO gap, the calculation gives 9.467 eV. As for the HOMO energy: -5.048 eV. For the energy above the lowest of the compared OMol25 structures with the same formula, charge and spin, the calculation gives 67.7 kJ/mol. The LUMO energy comes out at 0.162 hartree.


Molecular formula: C5H6ClFO
Method: DFT, the ωB97M-V functional and the def2-TZVPD basis

CARTESIAN COORDINATES (ANGSTROEM)
C1 2.9356 -0.0720 -1.5074
C2 0.8716 0.5338 -0.4819
C3 -0.2133 0.2215 0.3478
C4 -0.8605 -1.0682 0.5871
C5 -0.6650 -2.2662 0.0416
H1 3.4321 -1.1038 -1.7589
H2 2.7239 0.4137 -2.5317
H3 3.7865 0.5309 -0.8170
H4 0.9622 1.6081 -0.6216
H5 -1.4110 -2.9124 0.5824
H6 0.4793 -2.7503 -0.4929
O1 1.6939 -0.4098 -0.8713
F1 -1.9583 -0.8273 1.4294
Cl1 -1.0770 1.8144 0.3424

The calculation puts the energy at -22565.272 eV. For the HOMO-LUMO gap, the calculation gives 8.832 eV. As for the HOMO energy: -8.352 eV. For the energy above the lowest of the compared OMol25 structures with the same formula, charge and spin, the calculation gives 350.9 kJ/mol. The LUMO energy comes out at 0.018 hartree.